ORCA calculation (ωB97M-V/def2-TZVPD) on the molecule C4H4O3.

CARTESIAN COORDINATES (ANGSTROEM)
C -0.384 -0.600 -0.391
O -0.152 -1.536 -1.117
H -2.226 0.095 0.425
C -1.602 0.276 -0.457
C 1.978 0.238 0.331
O 0.348 -0.479 1.902
H 2.686 0.337 1.176
H -2.162 0.052 -1.366
C 0.609 -0.304 0.735
H -1.314 1.333 -0.442
O 2.219 0.587 -0.796

Structure (SMILES): CC(=O)C(=O)C=O
Energy above the lowest of the compared OMol25 structures with the same formula, charge and spin (kJ/mol): 123.85
Highest occupied orbital energy (eV): -9.8
Kohn-Sham gap (eV): 8.79
E_LUMO (eV): -1.00

ORCA calculation (ωB97M-V/def2-TZVPD) on the molecule C5H11N.

CARTESIAN COORDINATES (ANGSTROEM)
C -1.174 0.575 0.915
H 0.498 -0.151 2.099
H -1.435 1.617 1.092
C 0.347 0.351 1.148
H -0.723 -1.880 -0.031
H 0.876 1.311 1.124
H 1.193 1.037 -1.465
H -1.778 -0.053 1.576
H -0.120 -1.382 -1.602
N 0.839 -0.479 0.032
C -1.395 0.092 -0.521
C 1.689 0.233 -0.895
H 2.541 0.641 -0.340
H -1.145 0.878 -1.231
C -0.350 -1.026 -0.599
H -2.423 -0.214 -0.721
H 2.103 -0.462 -1.618

Structure (SMILES): CN1CCCC1
Energy above the lowest of the compared OMol25 structures with the same formula, charge and spin (kJ/mol): 47.72
Highest occupied orbital energy (eV): -8.3
Kohn-Sham gap (eV): 9.51
E_LUMO (eV): 1.18

ORCA calculation (ωB97M-V/def2-TZVPD) on a 17-piece molecular cluster, C73H173N11O17 overall.

CARTESIAN COORDINATES (ANGSTROEM)
H -1.803 -5.217 1.354
H 1.439 -2.868 -9.101
H 2.865 -8.304 -4.233
H -1.451 4.168 -4.635
N 1.800 -1.603 -6.008
H -0.910 7.312 -0.379
C -1.444 6.500 -3.056
H 3.056 -2.342 5.643
C -6.046 3.624 4.167
H 4.511 8.797 3.866
H 2.240 -5.743 -3.915
N -4.966 4.255 -3.244
H -4.271 3.098 -1.124
O -2.572 -3.505 1.937
H 4.546 2.982 -2.156
N -2.121 4.477 -1.976
C 0.014 -5.441 0.615
H -4.713 -6.596 -1.035
H -3.288 -1.664 -1.901
C -4.106 -6.587 -3.758
H 1.553 7.844 1.875
H 0.832 4.235 -1.556
H 0.755 -0.476 0.049
H 5.070 -9.125 -4.204
H 4.717 1.880 -0.813
H 2.125 4.173 4.135
C -4.836 2.804 3.731
C 4.756 -0.400 6.978
H -1.327 -2.401 -5.626
H 5.068 -9.269 -2.453
H -3.379 0.459 3.121
H -0.949 -1.198 5.037
H 6.800 2.878 -1.500
H -7.585 -5.117 -2.346
H 1.038 1.153 0.802
C -0.243 -0.547 -5.214
H 4.274 6.121 6.477
N -4.942 -3.379 2.320
H -2.613 1.546 5.886
H 0.989 -1.823 -2.772
H -3.952 5.257 4.320
H 1.675 -1.203 5.469
H -3.625 -0.378 4.632
C 2.542 -5.833 -1.804
H 2.862 -8.446 -2.497
H 1.884 -4.964 -1.676
C -6.577 -5.258 -2.735
H 1.840 -2.934 -3.880
H -1.247 5.725 0.319
H 0.073 -3.055 4.905
H 0.348 -3.819 -5.415
O 6.452 2.103 -1.943
H 4.750 8.435 5.556
C -5.768 3.259 -2.582
H -1.818 -2.603 -1.669
C 0.918 -3.854 -6.350
H -2.319 6.418 -3.721
H -4.799 -0.607 -0.116
H 5.926 2.503 1.224
H 4.022 1.999 5.733
H -2.306 -1.953 5.903
N -4.410 -4.193 -3.207
H 6.039 -6.353 -4.427
H 0.054 -0.991 -7.988
H 2.583 -1.737 -8.300
C 5.037 2.042 -1.843
C 1.513 7.370 2.873
H -2.611 2.363 -3.418
C -4.838 2.795 2.196
C 3.158 -0.453 6.855
H -4.831 -3.111 -4.714
H -2.364 -4.735 -1.337
H -0.706 2.569 2.794
H 5.333 -4.441 -0.414
C -5.551 -4.211 -2.333
H -0.770 -1.640 6.777
H -2.538 -2.414 0.446
C 5.446 3.382 1.687
H -4.650 3.824 1.882
H -2.399 -6.433 -1.551
C -1.847 5.895 -1.731
H -3.382 -7.402 -3.959
H 4.346 -5.714 0.341
C 4.342 -4.883 -0.354
H -1.591 0.024 0.461
H -4.478 0.398 -3.377
H -5.591 0.093 1.293
O -5.259 -0.737 -4.967
C 2.605 0.662 3.920
C -2.992 -5.545 -1.731
C -3.546 0.623 4.187
C 1.997 -2.660 -8.192
C -3.174 6.531 -1.268
C 3.292 -0.635 4.327
H 0.246 3.750 -4.382
H -4.869 -6.999 -3.070
H -1.340 4.749 4.752
C -4.159 -5.686 -0.741
H -5.467 -2.041 -2.486
H 0.271 6.242 -4.550
C 5.079 1.772 5.659
H -5.250 -3.102 1.408
C 0.961 -2.317 -3.756
C -1.205 -1.934 5.799
C 2.155 -6.522 -3.137
H 5.760 -0.312 2.916
H 4.028 -3.252 -2.257
C -5.767 -0.505 0.389
C 3.063 -1.645 3.216
H -0.989 1.596 -3.457
O -0.758 -3.257 5.368
H -0.838 -2.528 -7.964
H -0.933 -0.351 -4.384
H 3.580 -2.603 3.201
H -1.441 -5.481 -3.976
C 2.351 5.805 5.593
O 4.221 6.912 1.974
H 1.587 0.427 3.575
H -1.194 7.567 -3.031
H 6.269 6.878 3.256
C -2.322 -4.828 -4.045
C -6.239 -2.838 -2.472
H 2.345 0.607 -4.889
C 5.917 6.340 4.150
H -3.076 7.620 -1.281
H -6.394 -6.299 -2.488
H 7.134 0.889 4.873
H -5.017 1.608 5.477
H 5.056 5.187 1.114
H -4.369 -3.479 -0.749
H 3.695 7.717 2.118
H -1.419 0.943 4.704
H 3.653 -1.757 -5.906
N -3.657 3.456 4.302
H 2.008 -1.893 3.024
C 5.384 -8.626 -3.275
H 4.443 -5.589 -4.645
C 4.189 8.139 4.666
O -2.585 3.855 -0.754
H -5.669 0.728 4.096
H -2.658 -4.834 -5.083
C -1.648 2.247 -2.894
H -6.146 -0.567 -4.636
C 6.876 0.171 5.658
C 2.261 6.038 2.993
H -3.283 -0.159 -4.632
H -6.181 3.764 5.237
H -0.097 -4.712 -0.201
H 0.593 -6.293 0.280
H 0.932 5.098 1.573
H 1.847 8.120 3.597
C 1.995 -0.086 -4.120
C -1.774 2.823 2.784
H -2.035 -1.039 -6.441
C -0.173 5.743 -3.682
H 4.130 4.742 5.448
C -2.301 2.846 4.240
H -6.149 -1.492 0.660
C 3.883 5.799 5.526
H 5.255 -1.343 7.217
H 3.650 -4.097 -0.032
H -0.342 3.320 5.059
O -3.584 4.725 3.610
H 1.616 0.512 -3.272
H 5.981 3.633 2.608
H 5.511 -4.073 -2.803
H 0.183 5.959 -0.757
H -5.783 -4.363 -0.138
C 4.391 6.650 4.360
H -3.994 6.289 -1.936
C -2.313 -1.647 -1.390
C 4.030 -5.344 -1.776
H 5.621 2.315 6.441
H 0.402 -4.543 -7.049
C -1.086 -1.442 -6.101
C -0.250 -1.828 -7.361
H 2.655 -0.736 7.778
H -3.848 -5.903 0.276
H 4.668 1.197 -2.451
H -4.091 2.158 1.734
H -1.880 1.761 -1.941
H -5.701 2.110 -0.778
H 2.365 5.770 0.834
C -4.843 1.377 4.414
H 4.411 3.110 1.966
H -5.983 4.611 3.696
C 0.358 0.273 0.749
H -2.444 -4.146 4.402
H 2.906 -0.591 -3.816
H 1.855 -4.357 -6.094
C 4.586 -7.325 -3.355
O 2.965 -2.343 -5.589
C 1.100 -1.171 -4.779
H 5.370 2.188 4.689
C 2.014 5.240 1.714
H -6.989 3.205 3.819
C -2.401 1.411 4.814
C 0.161 3.378 -1.669
H 0.709 5.250 4.352
H 2.487 4.250 1.771
H 7.377 0.501 6.573
C -5.007 -4.356 -0.899
H 0.571 -4.957 1.436
H -1.751 3.523 -0.359
H -4.121 -3.941 4.760
N -5.183 2.728 -1.374
H 0.426 7.302 3.058
H -2.006 -3.810 -3.815
H 3.045 1.130 3.036
H -5.815 2.516 1.813
N -3.386 -4.016 4.071
H -4.587 -6.272 -4.683
C 4.969 -6.521 -4.596
H 6.491 6.694 5.000
N 4.786 -0.439 4.503
H -1.907 3.804 2.320
O -4.860 -4.066 -4.594
H -4.380 1.198 -4.973
H 1.118 -6.854 -3.182
H -7.521 0.172 -0.224
H -0.113 2.950 -0.701
C -1.360 3.716 5.110
C -1.062 3.630 -2.586
H -1.732 -0.789 -1.749
O -0.938 0.743 0.351
H -5.618 -3.630 3.008
H -3.428 6.182 -0.264
H -6.864 -2.678 -1.608
H 2.395 -6.475 -0.936
H -1.615 3.732 6.172
H 2.845 0.576 6.651
H 0.606 5.779 -2.912
H -2.275 2.096 2.154
O -1.241 -5.933 1.047
H 3.158 8.357 4.899
H -6.703 -5.290 -3.826
H 6.104 5.260 4.021
C 4.426 -4.164 -2.719
C 5.339 0.267 5.714
H -4.029 4.449 -2.946
N 4.863 -6.532 -2.084
C -0.857 6.238 -0.555
C 2.763 -1.267 5.599
C 1.123 -2.516 -6.933
H 6.482 -8.585 -3.316
C -4.282 0.242 -4.442
H 0.279 -0.187 1.763
H 1.971 6.830 5.719
O -6.615 0.115 -0.543
O 5.221 0.335 3.367
H 7.254 -0.799 5.328
H -5.031 4.423 -4.223
H 3.969 -4.293 -3.685
C 1.800 5.228 4.289
C -3.461 -5.297 -3.188
O 5.488 4.414 0.741
N 3.707 6.149 3.096
C -3.572 -3.612 2.710
C 3.081 -7.743 -3.319
O -6.802 2.851 -3.049
H 6.620 -6.621 -1.521
H 3.405 -1.151 2.302
H 0.044 -2.893 -3.866
H 2.540 1.410 4.710
H -6.800 -2.805 -3.430
H 0.733 2.603 -2.182
H 2.007 5.199 6.449
H 4.860 -7.103 -5.510
H 0.016 0.415 -5.645
H 4.979 0.296 7.782
H 2.719 -3.460 -8.037
C -0.617 4.259 -3.923
O 6.248 -6.068 -2.206
O -2.502 -1.550 0.001

Energy above the lowest of the compared OMol25 structures with the same formula, charge and spin (kJ/mol): 0.00
Highest occupied orbital energy (eV): -8.4
Kohn-Sham gap (eV): 8.56
E_LUMO (eV): 0.14

ORCA calculation (ωB97M-V/def2-TZVPD) on a 2-piece molecular cluster, C4H12N2O2 overall.

CARTESIAN COORDINATES (ANGSTROEM)
H 0.346 1.519 0.039
H 3.322 0.082 -0.262
H -1.464 -0.864 2.535
H -2.009 2.033 -1.259
O -1.284 1.958 -1.929
H -2.288 -0.424 -0.022
N -0.800 -0.096 2.338
C 1.349 -0.003 -0.907
H -1.336 0.713 2.343
H 3.075 -0.760 -1.645
C -1.347 -1.075 0.076
H -0.808 1.217 -1.772
C -0.204 -0.550 0.912
H -1.081 -1.113 -0.947
H -1.576 -2.064 0.336
N 2.629 -0.490 -0.784
H 1.338 0.889 1.209
H 0.590 -1.307 1.351
C 0.708 0.560 0.308
O 0.840 -0.224 -1.921

Net charge: +1
Energy above the lowest of the compared OMol25 structures with the same formula, charge and spin (kJ/mol): 319.65
Highest occupied orbital energy (spin up / spin down) (eV): -14.0 / -14.0
Multiplicity: 2
Kohn-Sham gap (spin up / spin down) (eV): 10.43 / 4.64
E_LUMO (spin up / spin down) (eV): -3.62 / -9.38
Expectation value of S²: 0.75

ORCA calculation (ωB97M-V/def2-TZVPD) on C20H24BF4NOP2Ti as an isolated structure.

CARTESIAN COORDINATES (ANGSTROEM)
H 1.590 -4.053 2.171
C -1.612 1.769 -1.760
H -0.583 -2.775 -1.768
C -1.804 2.825 -2.672
H 2.172 -4.338 0.508
C 1.683 -0.807 1.523
C 1.224 -0.545 -1.164
H -2.106 0.208 1.612
C 1.297 -4.361 1.162
H 0.906 -5.385 1.212
C 0.521 3.350 -2.457
H -2.389 4.784 0.319
C 3.780 -1.419 -1.889
Ti -0.184 -0.986 0.889
H -2.210 -4.176 -0.099
C -2.118 1.274 1.976
C -2.585 3.999 1.068
O 2.770 -0.677 1.925
H -2.796 3.069 -3.049
H 1.357 4.037 -2.600
C -0.319 1.200 -1.539
H 2.869 -3.315 -2.206
H -1.089 -5.428 0.526
C -2.578 1.604 -0.669
F 0.649 1.181 3.214
H -1.910 -4.328 1.669
C 2.694 -2.297 -1.878
H 4.475 0.573 -1.438
H 2.728 2.525 -1.002
H -2.272 4.384 2.055
B 0.184 0.226 4.084
F 1.089 -0.577 4.667
C -0.739 3.688 -2.927
H -2.718 0.555 -0.407
N -0.073 -0.009 -0.883
H -0.917 4.622 -3.457
C 2.313 0.402 -1.223
F -0.960 0.514 4.750
C 0.755 2.122 -1.762
F -0.512 -0.949 2.845
C 1.946 1.771 -1.119
C 0.352 -2.998 -1.231
H 4.759 -1.773 -2.226
H -3.549 2.097 -0.805
H -1.599 1.338 2.935
P -0.029 -3.289 0.561
C 1.414 -1.921 -1.467
H 0.707 -3.988 -1.553
C 3.614 -0.101 -1.485
H -3.647 3.710 1.080
C -1.459 -4.403 0.667
H -3.193 1.485 2.150
H -0.273 3.091 0.443
P -1.623 2.500 0.723

Net charge: +1
Energy above the lowest of the compared OMol25 structures with the same formula, charge and spin (kJ/mol): 0.00
Highest occupied orbital energy (spin up / spin down) (eV): -9.6 / -10.3
Multiplicity: 2
Kohn-Sham gap (spin up / spin down) (eV): 6.44 / 6.38
E_LUMO (spin up / spin down) (eV): -3.13 / -3.90
Expectation value of S²: 0.99

ORCA calculation (ωB97M-V/def2-TZVPD) on an isolated ion of composition C5H5N2O and charge +1.

CARTESIAN COORDINATES (ANGSTROEM)
H -2.013 0.698 1.579
H -1.163 -1.050 -1.545
O 0.459 0.409 0.884
H -2.004 1.912 0.236
N 3.771 -0.061 0.885
C -0.405 -0.653 -0.918
C -1.932 0.847 0.510
N 2.696 -0.222 0.639
C -0.641 0.265 0.150
C 1.481 -0.176 0.204
C 0.932 -0.876 -0.917
H -2.654 0.406 -0.147
H 1.474 -1.501 -1.560

Structure (SMILES): Cc1ccc([N+]#N)o1
Net charge: +1
Energy above the lowest of the compared OMol25 structures with the same formula, charge and spin (kJ/mol): 104.18
Highest occupied orbital energy (eV): -14.3
Kohn-Sham gap (eV): 8.48
E_LUMO (eV): -5.80